{
  "formula": "C2H4N4O7",
  "method": "ωB97M-V with the def2-TZVPD basis set",
  "species": ["C", "N", "O", "C", "H", "O", "N", "N", "O", "O", "O", "H", "O", "O", "H", "H", "N"],
  "xyz": [[-0.73363, 0.17648, 0.47936], [0.97604, -1.62870, 0.05462], [-0.25767, 2.37660, -0.15017], [0.53125, -0.18831, -0.26935], [-0.58051, 0.52602, 1.85690], [0.95199, -1.97296, 1.19605], [-1.72639, -0.79585, 0.37785], [-1.14687, 1.58240, 0.00835], [2.49216, 0.97911, -0.70739], [1.86097, 0.88772, 1.35741], [1.35118, -2.23905, -0.91067], [-1.96470, -1.01714, -0.58399], [0.34038, -0.05051, -1.59674], [-2.32802, 1.76698, -0.09695], [-2.56233, -0.57089, 0.90124], [1.03607, -0.51511, -2.10240], [1.76006, 0.68321, 0.18585]],
  "de_lowest_kcal_mol": 0.0,
  "lumo_energy_ev": -0.94,
  "homo_energy_ev": -10.93,
  "orbital_gap_ev": 9.99
}

{
  "formula": "C10H14N3S",
  "method": "ωB97M-V with the def2-TZVPD basis set",
  "species": ["N", "C", "H", "H", "C", "H", "H", "H", "S", "H", "C", "C", "H", "N", "H", "H", "N", "H", "C", "H", "C", "C", "C", "C", "H", "H", "C", "H"],
  "xyz": [[-0.38565, 2.35270, -0.47832], [1.72847, 0.50643, 2.01336], [0.78025, 3.72234, -1.27979], [2.76129, 0.23325, 2.27436], [2.23275, -0.22066, -1.62836], [3.10059, 0.38302, -1.91212], [-3.36423, -2.13580, -2.00558], [2.71426, -2.19615, 1.51762], [2.65572, -2.13129, 0.25949], [-4.58699, -2.10713, 0.14774], [-2.45304, 0.39277, 0.73152], [-3.50733, -0.51572, 0.92064], [-4.02483, -0.54103, 1.86363], [1.55267, 0.42478, 0.55541], [-1.19814, -1.02865, -2.14467], [1.39292, 2.72672, 0.05925], [0.56674, 3.21784, -0.44982], [2.38585, -1.12421, -2.15413], [-1.89478, -0.75656, -1.37133], [1.28945, 0.11302, -2.12240], [-3.77477, -1.42546, -0.06900], [-1.59709, 0.20448, -0.41864], [2.05388, -0.52059, -0.18762], [-0.76581, 1.25898, -0.60465], [-2.03832, 1.14063, 1.45675], [1.48648, 1.50204, 2.29257], [-3.00423, -1.53461, -1.20450], [1.01722, -0.12667, 2.47292]],
  "de_lowest_kcal_mol": 64.6,
  "lumo_energy_ev": -4.22,
  "charge": 1,
  "homo_energy_ev": -12.46,
  "orbital_gap_ev": 8.25
}

{
  "formula": "C8H8FeNO6",
  "method": "ωB97M-V with the def2-TZVPD basis set",
  "species": ["H", "O", "O", "H", "Fe", "N", "C", "C", "H", "O", "H", "C", "H", "C", "C", "C", "O", "H", "C", "C", "H", "O", "H", "O"],
  "xyz": [[0.13280, -0.82016, 3.99717], [2.37748, 0.73760, -0.39452], [2.23317, 0.72488, -3.29473], [-0.87570, 0.75503, 6.74521], [-1.42807, 1.40486, 0.62106], [-0.85538, 0.92460, 4.67306], [0.33461, 0.08916, 4.57612], [-0.37987, -3.13286, -1.49685], [0.62587, -0.19041, 5.58614], [-0.90691, -4.05573, -1.07879], [-2.36893, 1.95064, 3.69215], [0.06073, -0.13255, -3.12058], [-2.49878, 0.73052, 5.97365], [1.35159, 0.50078, -1.02165], [-1.40360, 1.42688, 3.56864], [0.11210, 0.02777, -0.30475], [-0.83648, 1.30471, 2.44820], [-2.79942, 1.91851, 0.44751], [1.29740, 0.50206, -2.51406], [-1.49326, 1.17630, 5.95160], [-1.60861, 2.25978, 6.10220], [-1.08197, -0.22272, -3.35386], [1.15916, 0.62778, 4.09707], [-0.06852, -1.03873, 0.24363]],
  "de_lowest_kcal_mol": 9.1,
  "lumo_energy_ev": [-11.56, -11.50],
  "spin_multiplicity": 6,
  "charge": 2,
  "s2": 8.792,
  "homo_energy_ev": [-16.90, -16.89],
  "orbital_gap_ev": [5.34, 5.39]
}

{
  "formula": "C4H7NO2",
  "method": "ωB97M-V with the def2-TZVPD basis set",
  "species": ["H", "O", "C", "H", "H", "H", "C", "H", "C", "C", "H", "H", "N", "O"],
  "xyz": [[2.48308, 0.54666, 0.68157], [-1.64783, 0.30586, 0.50282], [1.65929, 0.86331, 0.03508], [-0.47904, 0.78882, -1.64447], [-1.65289, -1.70235, -0.17403], [2.08292, 1.21105, -0.91629], [-1.70868, -0.65832, -0.50643], [1.14498, 1.71044, 0.50188], [-0.41647, -0.09976, -1.01532], [0.73196, -0.29896, -0.24992], [-2.56307, -0.51658, -1.17572], [-0.49945, -0.07927, 1.49482], [0.56812, -1.31426, 0.64887], [0.29708, -0.75664, 1.81712]],
  "de_lowest_kcal_mol": 159.9,
  "lumo_energy_ev": [-0.57, -1.64],
  "homo_energy_ev": [-9.19, -9.05],
  "orbital_gap_ev": [8.62, 7.41]
}

{
  "formula": "C3H6N2O2",
  "method": "ωB97M-V with the def2-TZVPD basis set",
  "species": ["N", "O", "C", "H", "C", "H", "H", "O", "H", "C", "N", "H", "H"],
  "xyz": [[-1.38986, 1.56167, 0.75235], [1.35922, 0.26322, -1.45209], [-0.87652, -0.51955, -0.49263], [-1.12610, -1.54200, -0.21093], [0.87604, -0.61657, -0.54077], [-2.01608, 1.75293, -0.03212], [0.76059, 1.08382, 1.69162], [1.47177, -1.63445, -0.25084], [0.69718, -0.66097, 1.76076], [-0.87613, 0.38795, 0.66198], [0.36493, 0.20934, 1.35560], [2.12106, -0.17857, -1.86896], [-1.36610, -0.10683, -1.37398]],
  "de_lowest_kcal_mol": 63.2,
  "lumo_energy_ev": 0.56,
  "smiles": "[H]/N=C(/N)CC(=O)O",
  "homo_energy_ev": -9.66,
  "orbital_gap_ev": 10.23
}

{
  "formula": "C2H9N3O",
  "method": "ωB97M-V with the def2-TZVPD basis set",
  "species": ["O", "N", "C", "H", "H", "C", "H", "H", "H", "N", "H", "H", "H", "N", "H"],
  "xyz": [[1.85118, 0.92167, -1.48806], [1.72567, -0.74666, 0.43733], [0.54760, -0.24316, 0.17631], [-0.74565, -0.99014, 1.79178], [0.24152, 1.67976, -0.66800], [-0.77914, -0.28753, 0.87788], [-0.66833, 0.54170, 1.52080], [-2.06875, -0.87450, -0.77547], [2.54186, -0.28558, 0.02275], [-2.00377, -0.25143, 0.07221], [-2.23396, 0.81575, -0.25313], [1.87065, 0.86121, -2.50368], [2.00657, -1.42556, 1.14063], [0.60733, 0.84569, -0.96293], [-2.89277, -0.56122, 0.61156]],
  "de_lowest_kcal_mol": 64.2,
  "lumo_energy_ev": -9.28,
  "smiles": "N/C(C[NH3+])=[NH+]\\O",
  "charge": 2,
  "homo_energy_ev": -19.19,
  "orbital_gap_ev": 9.91
}

Number 1: calculated total energy -22421.9442 eV. Number 2: calculated total energy -25892.4129 eV. Number 3: calculated total energy -56562.4866 eV. Number 4: calculated total energy -9840.3471 eV. Number 5: calculated total energy -10282.0550 eV. Number 6: calculated total energy -8716.7789 eV.